DFT (the ωB97M-V functional and the def2-TZVPD basis) results for a structure of composition C62H88F9O4P2RbSeSi3 in a non-equilibrium geometry.

Atoms and positions in Å:
Rb: -0.491 1.168 -0.612
C: -1.175 -3.550 -7.403
C: -1.814 -4.467 -6.349
C: -3.066 -5.090 -6.969
C: -0.840 -5.599 -5.988
C: -2.126 -3.653 -5.101
C: -1.091 -2.995 -4.451
C: -1.335 -2.228 -3.338
Se: 0.079 -1.281 -2.457
C: 0.488 0.007 -3.803
C: 0.149 0.009 -5.132
C: 0.567 1.068 -5.946
C: 1.301 2.082 -5.341
C: 1.674 2.101 -3.999
C: 1.296 1.010 -3.172
O: 1.581 0.803 -1.949
C: 2.517 3.281 -3.521
C: 2.852 3.220 -2.032
C: 3.845 3.299 -4.301
C: 1.759 4.597 -3.759
C: 0.291 1.014 -7.443
C: 1.096 -0.150 -8.042
C: -1.202 0.786 -7.723
C: 0.709 2.298 -8.167
C: -2.620 -2.092 -2.736
O: -2.760 -1.372 -1.694
C: -3.676 -2.794 -3.404
C: -3.398 -3.522 -4.546
C: -5.081 -2.748 -2.809
C: -6.124 -3.544 -3.603
C: -5.014 -3.321 -1.386
C: -5.553 -1.291 -2.724
H: -0.936 -4.104 -8.311
H: -0.260 -3.103 -7.026
H: -1.862 -2.746 -7.660
H: -2.798 -5.670 -7.852
H: -3.767 -4.314 -7.266
H: -3.553 -5.754 -6.259
H: -0.554 -6.164 -6.876
H: -1.311 -6.280 -5.281
H: 0.059 -5.204 -5.524
H: -0.069 -3.069 -4.803
H: -0.445 -0.804 -5.531
H: 1.619 2.915 -5.952
H: 3.362 2.296 -1.792
H: 1.948 3.266 -1.431
H: 3.492 4.060 -1.761
H: 4.379 2.363 -4.142
H: 4.477 4.121 -3.963
H: 3.679 3.414 -5.370
H: 0.814 4.572 -3.220
H: 1.555 4.763 -4.815
H: 2.346 5.439 -3.389
H: 0.803 -1.090 -7.587
H: 2.158 0.000 -7.860
H: 0.933 -0.221 -9.119
H: -1.561 -0.117 -7.238
H: -1.373 0.685 -8.796
H: -1.790 1.627 -7.358
H: 1.778 2.469 -8.065
H: 0.174 3.159 -7.771
H: 0.483 2.214 -9.230
H: -4.216 -4.022 -5.039
H: -5.844 -4.592 -3.674
H: -6.253 -3.145 -4.609
H: -7.084 -3.484 -3.089
H: -4.629 -4.339 -1.407
H: -6.001 -3.320 -0.924
H: -4.348 -2.705 -0.788
H: -5.549 -0.828 -3.710
H: -4.882 -0.744 -2.068
H: -6.564 -1.237 -2.318
C: 4.072 3.134 1.351
O: 2.751 2.801 1.612
Si: 1.710 3.554 2.649
C: 1.159 5.191 1.820
C: 2.692 4.135 4.207
C: 0.373 2.334 3.044
Si: 0.923 0.658 3.659
C: 0.085 -0.856 2.805
C: 2.786 0.280 3.387
C: 0.659 0.459 5.571
Si: -1.290 3.069 3.417
C: -2.554 1.777 4.035
C: -2.145 3.878 1.893
C: -1.310 4.488 4.736
H: 4.678 3.107 2.265
H: 4.155 4.133 0.907
H: 4.471 2.408 0.641
H: 1.974 5.903 1.722
H: 0.369 5.670 2.384
H: 0.776 4.997 0.824
H: 3.449 4.881 3.978
H: 3.187 3.293 4.679
H: 2.020 4.558 4.945
H: -0.520 -0.533 1.962
H: -0.570 -1.409 3.473
H: 0.822 -1.557 2.425
H: 2.983 0.262 2.320
H: 3.084 -0.681 3.802
H: 3.430 1.039 3.819
H: 0.397 -0.558 5.848
H: -0.135 1.113 5.910
H: 1.553 0.724 6.124
H: -2.532 0.923 3.366
H: -3.569 2.162 4.061
H: -2.311 1.414 5.025
H: -1.558 3.719 0.993
H: -2.254 4.950 2.024
H: -3.139 3.472 1.719
H: -1.236 4.090 5.743
H: -2.214 5.091 4.681
H: -0.465 5.152 4.584
F: -6.302 -0.431 8.754
C: -5.024 -0.842 8.619
F: -4.279 0.065 9.277
F: -4.949 -1.974 9.381
C: -4.612 -1.051 7.208
C: -3.271 -0.945 6.822
C: -2.928 -1.136 5.505
C: -3.888 -1.450 4.534
C: -5.222 -1.561 4.939
C: -5.580 -1.379 6.254
P: -3.276 -1.517 2.799
C: -4.832 -1.181 1.887
C: -4.927 0.074 1.286
C: -6.099 0.484 0.686
C: -7.204 -0.367 0.690
C: -7.101 -1.645 1.237
C: -5.921 -2.055 1.817
C: -8.527 0.070 0.159
F: -8.528 1.288 -0.408
F: -9.472 0.133 1.137
F: -9.048 -0.772 -0.762
C: -3.180 -3.342 2.576
C: -3.484 -4.266 3.570
C: -3.279 -5.616 3.360
C: -2.750 -6.051 2.150
C: -2.423 -5.133 1.153
C: -2.632 -3.787 1.371
C: -2.513 -7.508 1.915
F: -3.042 -8.306 2.866
F: -1.200 -7.829 1.873
F: -3.035 -7.953 0.755
H: -2.509 -0.694 7.546
H: -1.897 -1.038 5.204
H: -5.989 -1.792 4.217
H: -6.614 -1.478 6.551
H: -4.062 0.723 1.295
H: -6.168 1.456 0.223
H: -7.956 -2.303 1.207
H: -5.831 -3.056 2.214
H: -3.879 -3.931 4.519
H: -3.531 -6.332 4.128
H: -2.004 -5.475 0.218
H: -2.373 -3.066 0.607
C: -2.849 1.191 -3.477
P: -2.509 2.900 -2.966
C: -4.143 3.685 -2.630
C: -1.887 3.724 -4.487
O: -1.612 3.079 -1.810
H: -3.732 1.151 -4.109
H: -2.987 0.538 -2.611
H: -1.981 0.828 -4.031
H: -4.898 3.451 -3.373
H: -4.004 4.762 -2.571
H: -4.468 3.327 -1.656
H: -2.637 3.716 -5.275
H: -0.999 3.178 -4.811
H: -1.601 4.746 -4.248

Computed properties:
total charge = -2
energy above the lowest of the compared OMol25 structures with the same formula, charge and spin = 0.444 eV
Kohn-Sham gap = 0.2009 Ha
LUMO energy = 3.412 eV
E_tot = -7592.141249 Eh

Results of the Mulliken charge analysis, in e, for atoms 1 through 2: 1.162, -1.680